Record 1
Here is a structure of composition C12H13Cl2LuNO3Tb at a distorted geometry from the Open Molecules 2025 dataset. Energies are from ωB97M-V/def2-TZVPD.

```
! wB97M-V def2-TZVPD RIJCOSX def2/J DEFGRID3
* xyz 4 7
Lu 0.018 -0.997 -5.805
Tb -0.633 -0.361 -2.063
Cl -1.804 0.098 -4.346
Cl 1.343 -1.217 -3.729
C -1.552 -1.999 -0.517
C -0.369 -0.299 -8.081
C -0.081 -2.172 -7.883
O -1.974 -2.775 0.238
O -0.666 0.200 -9.099
O -0.174 -2.839 -8.840
C 1.408 0.527 3.747
N 1.063 -0.626 2.868
C 1.442 -1.918 3.515
C -0.424 -0.593 2.436
C -0.632 0.586 1.525
C -1.044 1.809 2.098
C -0.995 2.990 1.339
C -0.585 2.924 0.016
C -0.214 1.682 -0.584
C -0.406 0.488 0.155
H 0.751 0.511 4.629
H 1.291 1.464 3.200
H 2.453 0.416 4.051
H 1.605 -0.525 1.984
H 0.797 -2.074 4.391
H 1.292 -2.709 2.774
H 2.499 -1.847 3.803
H -0.624 -1.568 1.988
H -0.986 -0.529 3.382
H -1.351 1.825 3.150
H -1.256 3.945 1.819
H -0.530 3.826 -0.596
H 0.336 1.758 -1.566
*
```

Computed properties:
expectation value of S²	12.74
maximum force	9.50	eV/A
frontier orbital gap (spin up / spin down)	5.46 / 5.23	eV
HOMO energy (spin up / spin down)	-0.7655 / -0.7564	Ha

---

Record 2
Here is the ion C12H13ClN with charge +1 from the Open Molecules 2025 dataset. Energies are from ωB97M-V/def2-TZVPD.

```
! wB97M-V def2-TZVPD RIJCOSX def2/J DEFGRID3
* xyz 1 1
C 0.529 3.273 -0.435
C 1.812 2.504 -0.748
C 2.126 1.419 0.287
Cl 3.825 0.916 0.103
C 1.198 0.241 0.112
C 1.501 -0.817 -0.773
C 0.635 -1.855 -0.952
C -0.583 -1.895 -0.264
C -1.522 -2.939 -0.416
C -2.685 -2.914 0.278
N -2.950 -1.881 1.123
C -2.113 -0.871 1.310
C -0.898 -0.843 0.625
C 0.023 0.218 0.807
H 0.391 3.426 0.631
H -0.324 2.688 -0.774
H 0.496 4.218 -0.961
H 1.664 1.987 -1.694
H 2.665 3.159 -0.877
H 2.016 1.790 1.300
H 2.438 -0.780 -1.301
H 0.907 -2.650 -1.627
H -1.336 -3.768 -1.077
H -3.426 -3.686 0.193
H -3.822 -1.873 1.635
H -2.367 -0.075 1.988
H -0.200 1.007 1.509
*
```

Computed properties:
maximum force	0.59	eV/A
frontier orbital gap	8.36	eV
HOMO energy	-0.4777	Ha
SMILES	CC[C@H](Cl)c1ccc2cc[nH+]cc2c1

---

Record 3
Here is a structure of composition C12H13CoN4S2 at a distorted geometry from the Open Molecules 2025 dataset. Energies are from ωB97M-V/def2-TZVPD.

```
! wB97M-V def2-TZVPD RIJCOSX def2/J DEFGRID3
* xyz 1 4
Co 1.708 5.152 11.368
S 0.178 3.804 12.752
C 0.135 5.359 13.397
C -0.560 5.782 14.551
C -0.571 7.107 14.864
C 0.002 8.073 14.011
C 0.723 7.570 12.916
N 0.894 6.268 12.726
H -1.081 4.987 15.106
H -1.183 7.467 15.715
H -0.099 9.156 14.135
H 1.223 8.338 12.287
S 0.954 5.395 6.936
C 0.617 3.811 7.551
C 0.698 3.782 8.917
N 1.019 4.935 9.565
C 1.167 5.899 8.572
H 0.444 2.980 6.880
H 0.333 2.937 9.552
H 1.441 6.925 8.858
C 4.721 5.619 10.438
C 4.457 4.520 11.445
N 3.261 4.115 11.880
C 3.541 3.128 12.804
C 4.854 2.857 12.814
N 5.435 3.728 11.934
H 5.478 5.242 9.761
H 4.956 6.585 11.012
H 3.823 5.806 9.821
H 2.683 2.651 13.279
H 5.449 2.204 13.450
H 6.433 3.829 11.642
*
```

Computed properties:
expectation value of S²	3.76
maximum force	5.28	eV/A
frontier orbital gap (spin up / spin down)	7.25 / 6.81	eV
HOMO energy (spin up / spin down)	-0.3850 / -0.3832	Ha

---

Record 4
Here is the ion C12H13N2 with charge +1 at a distorted geometry from the Open Molecules 2025 dataset. Energies are from ωB97M-V/def2-TZVPD.

```
! wB97M-V def2-TZVPD RIJCOSX def2/J DEFGRID3
* xyz 1 1
C 2.820 -1.339 0.403
C -1.806 -2.199 -0.725
C 1.781 -2.211 0.408
C -0.612 -2.697 -0.172
C 2.639 0.012 0.107
C -2.137 -0.880 -0.596
C 0.426 -1.751 0.146
C 0.218 -0.372 0.001
C 1.312 0.528 -0.014
C -1.144 0.088 -0.062
C 1.203 1.907 -0.427
C -1.634 1.275 0.391
N 2.258 2.700 -0.650
N -3.133 1.404 0.628
H 3.848 -1.517 0.755
H -2.341 -3.079 -1.109
H 2.038 -3.319 0.733
H -0.592 -3.739 -0.047
H 3.604 0.613 0.215
H -2.945 -0.406 -1.086
H 0.416 2.512 -0.824
H -1.054 1.930 0.960
H 2.079 3.673 -0.820
H 3.190 2.491 -0.377
H -3.289 2.274 1.088
H -3.651 0.637 1.340
H -3.492 1.466 -0.265
*
```

Computed properties:
maximum force	4.62	eV/A
frontier orbital gap (spin up / spin down)	4.70 / 4.83	eV
HOMO energy (spin up / spin down)	-0.3448 / -0.3466	Ha